Here is a structure of composition C17H15CrN4O from the Open Molecules 2025 dataset. Energies are from ωB97M-V/def2-TZVPD.

2S+1: 5
HOMO energy (alpha / beta), Eh: -0.4206 / -0.4458
Frontier orbital gap (alpha / beta), eV: 8.1 / 8.7
LUMO level (alpha / beta), eV: -3.336 / -3.398
Net charge: +1

Last column: Mulliken spin population.
Element x y z (Å)
Cr  -0.388  -0.102  -0.710  3.950
O  -2.643  -3.040  0.913  0.017
C  -2.131  -2.164  0.190  -0.008
N  -0.905  -1.952  -0.273  0.060
C  0.193  -2.793  0.224  -0.001
C  1.448  -2.042  0.140  0.056
C  2.538  -2.607  0.821  -0.006
C  3.739  -1.967  0.751  0.011
C  3.849  -0.727  0.083  -0.001
C  2.692  -0.201  -0.406  0.026
N  1.507  -0.854  -0.419  -0.087
C  -3.054  -1.056  -0.352  0.050
C  -4.400  -1.212  -0.417  -0.006
C  -5.173  -0.153  -0.706  0.011
C  -4.589  1.092  -0.992  -0.003
C  -3.234  1.191  -0.887  0.034
N  -2.442  0.181  -0.599  -0.079
H  0.212  -3.657  -0.423  -0.010
H  0.024  -3.121  1.265  -0.011
H  2.507  -3.553  1.330  -0.001
H  4.621  -2.388  1.263  0.001
H  4.790  -0.184  -0.086  0.000
H  2.699  0.808  -0.830  -0.011
H  -4.778  -2.186  -0.041  0.000
H  -6.221  -0.167  -0.731  0.001
H  -5.270  1.979  -1.101  0.000
H  -2.730  2.130  -1.019  -0.002
C  2.586  3.052  0.763  0.003
C  2.361  2.991  -0.580  -0.005
C  1.204  2.436  -1.141  0.023
N  0.285  1.887  -0.352  0.016
C  0.416  2.028  0.939  -0.033
C  1.548  2.557  1.562  0.002
H  3.421  3.609  1.128  0.000
H  2.990  3.428  -1.331  0.001
H  1.186  2.351  -2.239  -0.002
H  -0.433  1.780  1.631  0.003
H  1.574  2.626  2.631  0.001

Here is a structure of composition C26H23AsIrN4O7S2 from the Open Molecules 2025 dataset. Energies are from ωB97M-V/def2-TZVPD.

Energy relative to the best compared isomer or geometry (same formula, charge and spin), kcal per mole: 3.7
2S+1: 6
HOMO energy (alpha / beta), Eh: -0.0184 / -0.0809
Frontier orbital gap (alpha / beta), eV: 4.7 / 6.4
LUMO level (alpha / beta), eV: 4.216 / 4.208
Net charge: -2

Last column: Mulliken spin population.
Element x y z (Å)
Ir  -0.286  0.422  -0.535  2.652
N  -4.740  -0.624  -0.132  0.009
C  -5.559  0.155  -0.925  0.004
C  -6.912  -0.146  -1.046  0.009
C  -7.754  0.631  -1.832  0.004
C  -7.242  1.722  -2.514  0.019
C  -5.888  2.024  -2.398  -0.006
C  -5.037  1.260  -1.615  0.026
S  -3.350  1.734  -1.443  0.001
N  -2.657  0.454  -0.591  0.266
C  -3.350  -0.500  -0.016  0.141
C  -2.659  -1.455  0.758  0.138
C  -3.285  -2.511  1.478  0.046
C  -2.534  -3.391  2.200  0.004
C  -1.133  -3.247  2.222  0.224
C  -0.582  -2.206  1.491  -0.097
N  -1.285  -1.333  0.773  0.274
H  -5.170  -1.396  0.338  -0.002
H  -7.306  -1.003  -0.508  0.002
H  -8.805  0.377  -1.907  0.001
H  -7.882  2.341  -3.130  0.002
H  -5.479  2.881  -2.923  0.002
H  -4.362  -2.627  1.485  0.041
H  -3.021  -4.187  2.752  0.003
H  -0.491  -3.914  2.779  0.019
H  0.487  -2.066  1.467  -0.023
O  0.119  4.895  -1.160  0.005
As  -0.155  3.726  0.117  0.013
O  -1.124  4.323  1.281  0.006
O  -0.825  2.414  -0.753  0.114
C  1.606  3.435  0.890  0.004
C  1.615  3.649  2.266  0.004
C  2.780  3.487  3.003  0.001
C  3.946  3.105  2.359  -0.002
C  3.942  2.895  0.988  0.001
C  2.783  3.060  0.241  -0.002
S  2.926  2.840  -1.544  -0.004
O  4.105  2.006  -1.714  0.000
O  3.086  4.196  -2.047  0.002
O  1.671  2.209  -1.933  0.007
H  0.050  4.425  -2.002  -0.002
H  0.686  3.942  2.741  0.000
H  2.769  3.652  4.074  0.000
H  4.861  2.960  2.923  0.000
H  4.835  2.584  0.462  0.001
O  1.649  -0.295  -0.378  0.385
C  3.804  -0.573  1.390  -0.001
C  3.959  -1.763  0.488  0.039
C  5.145  -2.486  0.486  -0.048
C  5.321  -3.601  -0.323  0.082
C  4.286  -4.011  -1.148  -0.046
C  3.081  -3.321  -1.173  0.117
C  1.954  -3.759  -2.067  0.016
C  2.914  -2.189  -0.356  -0.031
N  1.629  -1.623  -0.360  0.575
H  4.698  -0.442  2.002  -0.001
H  2.940  -0.693  2.050  0.003
H  3.629  0.332  0.818  -0.009
H  5.950  -2.161  1.137  -0.002
H  6.259  -4.143  -0.309  0.008
H  4.411  -4.877  -1.791  -0.001
H  2.239  -4.646  -2.637  0.000
H  1.681  -2.965  -2.763  -0.002
H  1.056  -3.981  -1.488  0.007

Here is a cluster of 2 separate species, C12H17N in total from the Open Molecules 2025 dataset. Energies are from ωB97M-V/def2-TZVPD.

Energy relative to the best compared isomer or geometry (same formula, charge and spin), kcal per mole: 10.3
HOMO energy, Eh: -0.2896
Frontier orbital gap, eV: 8.7
LUMO level, eV: 0.857
SMILES: Cc1c[nH]c2ccccc12.CCC

Last column: Mulliken charge in e.
Element x y z (Å)
C  -2.441  -0.509  -0.709  -1.384
C  -1.167  0.114  -1.191  0.831
C  -0.142  -0.537  -1.798  -1.003
C  -0.734  1.467  -0.947  0.653
C  0.625  1.527  -1.341  0.006
C  -1.347  2.653  -0.554  -0.413
C  1.413  2.659  -1.181  -0.803
C  -0.578  3.803  -0.426  -0.586
C  0.792  3.800  -0.707  -0.394
N  0.964  0.312  -1.880  -0.028
H  -2.526  -1.556  -1.026  0.364
H  -3.321  0.027  -1.059  0.394
H  0.008  -1.531  -2.193  0.423
H  1.922  0.030  -2.005  0.247
H  -2.390  2.745  -0.286  0.382
H  2.477  2.701  -1.391  0.348
H  -1.108  4.702  -0.131  0.354
H  1.381  4.688  -0.486  0.365
H  -2.374  -0.655  0.370  0.245
C  0.332  -2.367  1.257  0.585
C  0.235  -1.677  2.626  -1.256
C  1.632  -3.155  1.163  -1.403
H  -0.534  -2.975  1.011  0.323
H  0.348  -1.613  0.467  -0.351
H  0.580  -0.650  2.602  0.328
H  2.512  -2.510  1.274  0.322
H  1.725  -3.909  1.953  0.386
H  0.763  -2.257  3.378  0.378
H  -0.794  -1.654  3.003  0.319
H  1.748  -3.673  0.207  0.369

Here is a structure of composition C4H5ClO2 from the Open Molecules 2025 dataset. Energies are from ωB97M-V/def2-TZVPD.

Energy relative to the best compared isomer or geometry (same formula, charge and spin), kcal per mole: 152.7
HOMO energy, Eh: -0.3614
Frontier orbital gap, eV: 9.3
LUMO level, eV: -0.581

Last column: Mulliken charge in e.
Element x y z (Å)
C  -0.140  0.563  -1.769  -0.590
C  -0.058  -0.136  0.581  0.253
C  -1.085  -0.076  1.380  -0.215
C  1.274  -0.639  0.882  0.189
H  -1.496  1.216  -2.178  0.246
H  0.802  1.430  -1.185  0.273
H  0.487  -0.177  -2.977  0.229
H  -2.171  0.099  0.856  0.291
H  1.888  -0.894  -0.103  0.260
O  -0.398  -0.489  -0.711  -0.296
O  1.645  -0.826  2.105  -0.512
Cl  -0.746  -0.070  3.120  -0.127

Here is the molecule C22H37N3O3 from the Open Molecules 2025 dataset. Energies are from ωB97M-V/def2-TZVPD.

Energy relative to the best compared isomer or geometry (same formula, charge and spin), kcal per mole: 49.4
HOMO energy, Eh: -0.3546
Frontier orbital gap, eV: 9.8
LUMO level, eV: 0.119
SMILES: CCC(CC)(CC)C(=O)N1C[C@H]2ON=C(CNC(=O)C3CCCCCC3)[C@@H]2C1

Last column: Mulliken charge in e.
Element x y z (Å)
C  -2.011  1.784  -1.383  -1.524
C  -0.667  1.762  -0.659  -0.796
C  0.507  1.247  -1.516  2.738
C  0.192  -0.157  -2.071  -1.083
C  -0.242  -1.199  -1.045  -1.337
C  0.759  2.188  -2.725  -1.368
C  2.177  2.143  -3.287  -1.249
C  1.792  1.128  -0.670  -0.554
O  2.457  0.104  -0.680  -0.666
N  2.217  2.164  0.119  0.317
C  3.482  1.942  0.871  -0.840
C  3.580  3.282  1.555  0.171
O  4.780  3.872  2.025  -0.329
N  4.517  5.267  1.967  -0.740
C  3.543  5.490  1.171  -0.076
C  3.066  6.882  0.901  -1.217
N  2.927  7.112  -0.524  0.040
C  3.472  8.205  -1.140  0.108
O  4.161  9.011  -0.547  -0.677
C  3.164  8.337  -2.622  0.965
C  2.365  9.629  -2.845  -1.073
C  1.754  9.720  -4.245  -0.821
C  2.650  10.355  -5.313  -0.708
C  4.129  9.965  -5.249  -0.612
C  4.404  8.500  -4.895  -0.865
C  4.487  8.249  -3.390  -1.137
C  3.136  4.224  0.475  0.763
C  1.815  3.592  0.089  -0.168
H  -2.778  2.215  -0.738  0.443
H  -1.968  2.389  -2.290  0.309
H  -2.341  0.784  -1.663  0.321
H  -0.455  2.774  -0.315  0.095
H  -0.747  1.147  0.241  0.641
H  -0.595  -0.042  -2.821  0.504
H  1.075  -0.522  -2.596  0.444
H  -0.374  -2.167  -1.531  0.431
H  0.508  -1.320  -0.265  0.288
H  -1.193  -0.941  -0.576  0.287
H  0.056  1.905  -3.511  0.526
H  0.497  3.218  -2.465  0.469
H  2.247  2.729  -4.203  0.455
H  2.907  2.543  -2.579  0.177
H  2.480  1.121  -3.517  0.295
H  3.379  1.088  1.535  0.294
H  4.316  1.755  0.190  0.351
H  2.848  3.321  2.377  0.289
H  2.110  7.047  1.409  0.343
H  3.782  7.604  1.287  0.464
H  2.271  6.557  -1.045  0.192
H  2.527  7.498  -2.931  0.236
H  1.562  9.658  -2.104  0.511
H  3.004  10.489  -2.631  0.326
H  1.464  8.713  -4.561  0.386
H  0.825  10.292  -4.198  0.352
H  2.248  10.091  -6.295  0.333
H  2.578  11.443  -5.241  0.318
H  4.585  10.202  -6.212  0.380
H  4.644  10.591  -4.514  0.316
H  3.654  7.848  -5.355  0.379
H  5.363  8.207  -5.327  0.382
H  5.178  8.972  -2.948  0.295
H  4.918  7.260  -3.209  0.461
H  3.819  4.111  -0.380  0.152
H  1.463  3.878  -0.897  0.129
H  1.033  3.804  0.824  0.165

Here is a cluster of 2 separate species, C3H9N3 in total from the Open Molecules 2025 dataset. Energies are from ωB97M-V/def2-TZVPD.

Energy relative to the best compared isomer or geometry (same formula, charge and spin), kcal per mole: 60.6
HOMO energy, Eh: -0.3352
Frontier orbital gap, eV: 10.0
LUMO level, eV: 0.831
SMILES: [H]/N=C\C.[H]/N=N/C

Last column: Mulliken charge in e.
Element x y z (Å)
C  -1.636  -0.565  1.172  -0.761
N  -1.466  0.276  -0.042  0.309
N  -2.087  1.349  -0.026  -0.702
H  -2.190  1.718  -0.983  0.231
H  -0.675  -0.592  1.688  0.285
H  -1.899  -1.575  0.858  0.265
H  -2.401  -0.142  1.829  0.352
C  1.374  0.055  -1.374  -0.911
C  1.470  -0.492  0.014  0.024
N  2.049  -0.005  1.019  -0.616
H  2.453  0.920  0.868  0.223
H  1.035  -1.495  0.137  0.457
H  1.827  -0.627  -2.092  0.287
H  1.832  1.042  -1.445  0.303
H  0.314  0.134  -1.623  0.255

Here is a cluster of 3 separate species, C3H12N2O in total from the Open Molecules 2025 dataset. Energies are from ωB97M-V/def2-TZVPD.

Energy relative to the best compared isomer or geometry (same formula, charge and spin), kcal per mole: 37.0
HOMO energy, Eh: -0.3449
Frontier orbital gap, eV: 10.3
LUMO level, eV: 0.914
SMILES: C=C.NCO.N

Last column: Mulliken charge in e.
Element x y z (Å)
C  -1.684  -0.904  2.485  -0.464
C  -1.219  -1.867  1.694  -0.445
N  -0.920  3.465  -0.046  -0.637
H  -0.972  -0.346  3.068  0.223
H  1.867  -0.873  -3.261  0.307
H  -2.674  -0.488  2.359  0.236
H  -0.372  -2.450  2.043  0.202
H  -1.775  -2.355  0.900  0.238
H  -1.921  3.344  0.011  0.214
H  -0.702  3.369  -1.029  0.217
H  -0.609  4.356  0.306  0.213
N  1.407  -1.391  -0.592  -0.425
C  1.455  -0.270  -1.480  -0.358
O  2.362  -0.420  -2.570  -0.528
H  1.169  -2.283  -1.008  0.198
H  2.336  -1.527  -0.212  0.229
H  0.448  0.048  -1.755  0.286
H  1.801  0.593  -0.912  0.295

Here is a structure of composition C8H16AlBO4 from the Open Molecules 2025 dataset. Energies are from ωB97M-V/def2-TZVPD.

2S+1: 2
HOMO energy (alpha / beta), Eh: -0.4925 / -0.4924
Frontier orbital gap (alpha / beta), eV: 9.5 / 4.9
LUMO level (alpha / beta), eV: -3.892 / -8.451
Net charge: +1

Last column: Mulliken spin population.
Element x y z (Å)
Al  0.623  2.040  -1.646  0.066
B  0.634  3.464  1.184  0.373
H  0.807  2.420  1.395  0.060
H  1.431  3.777  0.527  0.144
H  -0.249  3.668  0.599  -0.019
H  0.730  4.034  2.096  0.366
O  2.045  -0.523  -2.091  0.002
C  2.751  -1.492  -1.786  0.000
O  2.341  -2.728  -1.948  0.000
C  3.259  -3.675  -1.358  0.000
C  4.556  -2.923  -1.285  0.000
C  4.185  -1.497  -1.348  0.000
H  3.340  -4.508  -2.056  0.000
H  2.946  -4.113  -0.410  0.000
H  5.163  -3.156  -2.160  0.000
H  5.199  -3.192  -0.447  0.000
H  4.795  -1.061  -2.139  0.000
H  4.412  -0.947  -0.435  0.000
O  -1.961  1.492  -0.328  0.006
C  -3.061  1.222  0.222  0.002
O  -4.044  2.129  0.340  0.000
C  -4.960  1.766  1.316  0.000
C  -4.735  0.342  1.453  0.000
C  -3.308  0.032  1.150  0.000
H  -5.991  2.062  1.121  0.000
H  -4.661  2.183  2.278  0.000
H  -5.447  0.012  0.696  0.000
H  -5.051  0.079  2.462  0.000
H  -3.053  -0.842  0.552  0.000
H  -2.696  -0.066  2.047  0.000